No. 1
# C54H83Cl4F40NO13

A cluster of 14 separate species, C54H83Cl4F40NO13 in total at a distorted geometry (ωB97M-V/def2-TZVPD, the Open Molecules 2025 dataset).

Geometry (Å):
C1 2.369 1.570 -2.755
O1 1.163 0.862 -2.586
C2 1.324 -0.548 -2.635
C3 -0.013 -1.301 -2.586
N1 -0.793 -1.027 -1.285
H1 -1.155 -0.089 -1.383
H2 -1.570 -1.672 -1.263
C4 0.051 -1.251 -0.008
C5 -0.802 -0.951 1.239
O2 -1.513 0.262 1.045
C6 -2.246 0.751 2.188
H3 2.201 2.616 -3.013
H4 2.967 1.132 -3.554
H5 2.963 1.547 -1.841
H6 1.970 -0.936 -1.848
H7 1.906 -0.816 -3.517
H8 0.259 -2.357 -2.596
H9 -0.570 -1.040 -3.485
H10 0.894 -0.560 -0.001
H11 0.477 -2.254 -0.016
H12 -0.194 -0.916 2.143
H13 -1.541 -1.748 1.323
H14 -2.938 0.001 2.571
H15 -2.918 1.552 1.879
H16 -1.536 1.049 2.959
C7 -3.316 -3.420 -2.794
O3 -2.902 -3.111 -1.484
H17 -2.580 -3.257 -3.582
H18 -3.597 -4.466 -2.924
H19 -4.127 -2.802 -3.180
C8 1.700 -0.750 5.944
C9 3.144 -1.223 5.582
C10 3.324 -1.319 4.078
F1 2.933 -0.168 3.473
F2 4.562 -1.641 3.673
F3 4.014 -0.359 6.158
F4 3.284 -2.384 6.208
O4 0.795 -1.620 5.365
C11 -0.582 -1.302 5.577
C12 -1.422 -2.401 4.809
F5 -2.714 -2.114 4.773
F6 -0.941 -2.553 3.608
F7 -0.760 -1.326 6.895
F8 -0.853 -0.103 5.098
H20 1.533 0.247 5.535
H21 1.622 -0.776 7.031
H22 2.619 -2.059 3.700
H23 -1.332 -3.337 5.359
C13 -6.270 0.077 3.816
C14 -6.067 1.490 4.405
C15 -4.820 1.551 5.336
F9 -4.803 0.858 6.472
F10 -3.698 1.188 4.709
F11 -5.924 2.320 3.429
F12 -7.154 1.838 5.045
O5 -5.899 -0.968 4.758
C16 -6.982 -1.529 5.515
C17 -6.422 -2.641 6.457
F13 -5.432 -2.101 7.262
F14 -7.265 -3.319 7.226
F15 -7.584 -0.538 6.209
F16 -7.881 -2.079 4.680
H24 -5.554 -0.012 2.999
H25 -7.228 0.002 3.302
H26 -4.696 2.592 5.634
H27 -5.935 -3.368 5.807
C18 3.446 -6.577 1.404
C19 2.131 -5.829 1.107
C20 2.050 -4.444 1.845
F17 2.972 -3.559 1.668
F18 0.833 -3.898 1.674
F19 2.017 -5.668 -0.187
F20 1.066 -6.609 1.439
O6 3.743 -6.647 2.770
C21 4.023 -7.922 3.313
C22 3.974 -7.944 4.882
F21 4.435 -9.075 5.399
F22 4.634 -6.923 5.419
F23 3.146 -8.767 2.836
F24 5.225 -8.243 2.886
H28 4.238 -6.082 0.842
H29 3.253 -7.576 1.014
H30 2.030 -4.628 2.919
H31 2.931 -7.840 5.183
C23 -5.550 -3.806 0.758
C24 -4.583 -3.729 1.946
C25 -3.563 -4.875 1.912
F25 -2.786 -4.866 3.021
F26 -4.135 -6.126 1.799
F27 -3.955 -2.552 1.938
F28 -5.259 -3.775 3.073
O7 -6.492 -2.782 0.884
C26 -6.861 -1.945 -0.254
C27 -5.813 -0.905 -0.546
F29 -6.039 0.031 -1.482
F30 -5.286 -0.277 0.555
F31 -6.968 -2.749 -1.336
F32 -8.061 -1.424 0.040
H32 -6.108 -4.740 0.819
H33 -5.063 -3.855 -0.216
H34 -2.922 -4.775 1.036
H35 -4.976 -1.508 -0.898
C28 5.908 0.609 -0.720
C29 5.116 -0.650 -1.041
C30 4.033 -0.909 0.093
F33 3.232 0.137 0.165
F34 3.303 -1.973 -0.121
F35 4.596 -0.611 -2.260
F36 5.955 -1.687 -1.137
O8 6.555 0.474 0.611
C31 6.274 1.492 1.583
C32 7.154 1.155 2.832
F37 6.990 1.981 3.885
F38 7.064 -0.154 3.159
F39 6.643 2.662 1.051
F40 5.010 1.461 1.874
H36 5.237 1.453 -0.879
H37 6.739 0.750 -1.412
H38 4.508 -0.962 1.073
H39 8.206 1.288 2.577
C33 0.858 5.080 -6.300
C34 -0.452 5.231 -5.466
C35 0.098 5.707 -4.122
O9 1.249 4.905 -3.965
C36 1.899 4.573 -5.237
H40 1.128 5.958 -6.886
H41 0.668 4.350 -7.087
H42 -0.932 4.258 -5.361
H43 -1.196 5.882 -5.925
H44 -0.548 5.598 -3.250
H45 0.384 6.754 -4.023
H46 2.040 3.497 -5.338
H47 2.835 5.093 -5.441
C37 4.988 5.542 -3.226
C38 5.539 4.609 -4.261
C39 5.955 3.409 -3.444
O10 4.859 3.342 -2.521
C40 4.621 4.683 -2.022
H48 4.163 6.092 -3.680
H49 5.661 6.334 -2.899
H50 6.366 5.056 -4.814
H51 4.860 4.263 -5.040
H52 6.886 3.551 -2.896
H53 6.053 2.507 -4.048
H54 5.295 4.739 -1.168
H55 3.599 4.823 -1.668
C41 -2.767 4.822 4.050
C42 -3.023 5.736 2.846
C43 -2.150 5.143 1.739
O11 -1.026 4.645 2.544
C44 -1.357 4.379 3.898
H56 -3.422 3.951 4.017
H57 -2.835 5.399 4.972
H58 -2.659 6.752 3.000
H59 -4.061 5.798 2.520
H60 -1.784 5.798 0.948
H61 -2.660 4.258 1.358
H62 -0.710 4.961 4.554
H63 -1.286 3.308 4.090
C45 -3.491 2.864 -2.129
C46 -2.834 3.076 -3.486
C47 -1.518 2.374 -3.213
O12 -1.803 1.303 -2.310
C48 -3.084 1.426 -1.661
H64 -4.544 3.136 -2.064
H65 -3.056 3.558 -1.409
H66 -2.693 4.137 -3.693
H67 -3.327 2.609 -4.338
H68 -0.844 3.088 -2.740
H69 -1.115 2.043 -4.170
H70 -3.074 1.383 -0.572
H71 -3.738 0.664 -2.086
C49 0.590 0.511 -7.398
C50 1.739 0.117 -6.567
C51 2.938 0.124 -7.587
O13 2.612 1.243 -8.350
C52 1.164 1.389 -8.441
H72 -0.237 0.964 -6.850
H73 0.243 -0.365 -7.946
H74 1.630 -0.853 -6.082
H75 1.930 0.839 -5.774
H76 3.044 -0.705 -8.286
H77 3.856 0.424 -7.081
H78 0.789 1.022 -9.396
H79 0.875 2.416 -8.214
C53 1.106 -4.968 -4.790
Cl1 2.151 -4.966 -3.346
Cl2 0.493 -3.323 -5.144
H80 1.583 -5.340 -5.697
H81 0.255 -5.617 -4.584
C54 0.155 2.718 0.171
Cl3 1.244 2.176 1.466
Cl4 0.757 4.235 -0.527
H82 0.041 1.943 -0.588
H83 -0.769 2.945 0.701

Values from the calculation:
energy relative to the best compared isomer or geometry (same formula, charge and spin): 101.75 kJ/mol
HOMO energy: -6.798 eV
orbital gap: 7.2020 eV
2S+1: 1
largest force on an atom: 4.8 eV/Å
calculated total energy: -8975.43505 a.u.

---

No. 2
# C22H54N10O6

A structure of composition C22H54N10O6 at a distorted geometry (ωB97M-V/def2-TZVPD, the Open Molecules 2025 dataset).

Geometry (Å):
C1 16.099 18.072 -10.611
C2 16.821 19.209 -11.459
C3 15.733 19.767 -12.388
C4 14.790 20.585 -11.581
C5 15.535 21.718 -10.740
C6 16.630 21.177 -9.830
N1 17.517 20.254 -10.626
O1 18.581 19.679 -9.838
C7 17.550 22.360 -9.382
C8 15.921 20.674 -8.655
C9 17.953 18.643 -12.390
H1 15.166 18.361 -10.129
H2 16.757 17.744 -9.806
H3 15.890 17.123 -11.104
H4 16.141 20.430 -13.151
H5 15.073 18.984 -12.763
H6 14.084 20.005 -10.985
H7 14.130 21.095 -12.283
H8 14.729 22.243 -10.228
H9 15.905 22.543 -11.350
H10 16.904 23.204 -9.141
H11 18.056 22.002 -8.486
H12 18.205 22.774 -10.148
H13 16.486 20.126 -7.901
H14 15.424 21.479 -8.112
H15 15.045 20.062 -8.872
H16 17.658 18.516 -13.432
H17 18.233 17.663 -12.006
H18 18.875 19.216 -12.487
H19 19.263 20.330 -10.024
C10 19.476 18.304 -2.811
C11 20.423 19.559 -2.997
C12 20.415 20.434 -1.717
C13 21.363 19.884 -0.593
C14 22.770 19.625 -1.111
C15 22.806 18.695 -2.351
N2 21.761 19.034 -3.376
O2 21.737 18.245 -4.586
C16 24.115 18.927 -3.157
C17 22.847 17.246 -1.833
C18 19.868 20.546 -4.080
H20 19.004 17.864 -3.689
H21 18.630 18.499 -2.151
H22 20.019 17.451 -2.403
H23 20.627 21.461 -2.012
H24 19.410 20.650 -1.354
H25 20.949 19.047 -0.031
H26 21.423 20.619 0.210
H27 23.252 19.241 -0.212
H28 23.374 20.485 -1.402
H29 24.953 18.555 -2.567
H30 24.171 18.265 -4.020
H31 24.103 20.008 -3.300
H32 22.879 16.580 -2.695
H33 23.609 17.066 -1.075
H34 21.807 17.209 -1.506
H35 18.906 20.987 -3.822
H36 19.885 20.065 -5.058
H37 20.584 21.367 -4.122
H38 22.501 18.535 -5.090
C19 17.903 22.431 -5.755
O3 17.655 23.494 -5.216
N3 17.979 22.196 -6.945
N4 17.877 21.292 -5.079
H39 17.945 21.199 -7.102
H40 17.841 22.927 -7.628
H41 17.891 20.429 -5.603
H42 17.851 21.439 -4.080
C20 15.755 23.355 -3.412
O4 14.631 23.415 -2.905
N5 16.718 24.119 -3.020
N6 16.081 22.510 -4.344
H43 17.571 24.019 -3.551
H44 16.603 24.644 -2.165
H45 16.957 22.688 -4.813
H46 15.363 21.919 -4.739
C21 14.667 23.259 -8.294
O5 14.462 22.116 -7.956
N7 13.970 23.913 -9.183
N8 15.685 23.998 -7.944
H47 14.195 24.893 -9.278
H48 13.066 23.465 -9.209
H49 16.450 23.619 -7.404
H50 15.724 24.944 -8.297
C22 18.102 19.200 -6.929
O6 17.369 20.098 -6.506
N9 19.095 18.715 -6.247
N10 18.101 18.782 -8.212
H51 19.293 19.088 -5.330
H52 19.541 17.841 -6.488
H53 17.580 19.242 -8.945
H54 18.842 18.152 -8.484

Values from the calculation:
energy relative to the best compared isomer or geometry (same formula, charge and spin): 2302.14 kJ/mol
HOMO energy: -7.305 eV
orbital gap: 7.3953 eV
2S+1: 1
largest force on an atom: 9.8 eV/Å
calculated total energy: -1868.87655 a.u.

---

No. 3
# C46H39CaF5N6O8

A structure of composition C46H39CaF5N6O8 (ωB97M-V/def2-TZVPD, the Open Molecules 2025 dataset).

Geometry (Å):
Ca1 -0.440 -0.267 1.431
O1 2.868 -0.328 4.732
C1 1.671 -0.215 4.080
O2 1.780 -0.196 2.656
C2 0.442 -0.332 4.627
C3 0.221 -0.402 6.062
C4 -1.034 -0.540 6.540
C5 -2.152 -0.613 5.654
C6 -1.874 -0.535 4.312
N1 -0.658 -0.385 3.786
C7 -2.946 -0.586 3.263
O3 -4.161 -0.990 3.629
O4 -2.752 -0.282 2.103
H1 3.266 0.544 4.839
H2 1.076 -0.360 6.722
H3 -1.199 -0.601 7.609
H4 -3.156 -0.661 6.054
H5 -4.131 -1.289 4.548
C8 2.189 -0.172 -6.568
O5 1.559 -0.580 -5.370
C9 0.867 -1.756 -5.391
C10 0.758 -2.587 -6.490
C11 0.010 -3.759 -6.402
C12 -0.639 -4.077 -5.226
C13 -0.542 -3.235 -4.122
C14 0.228 -2.083 -4.183
N2 0.384 -1.177 -3.126
C15 0.194 -1.383 -1.775
N3 0.439 -2.634 -1.359
C16 0.158 -3.321 -0.135
C17 -0.217 -2.696 1.047
C18 -0.425 -3.573 2.131
C19 -0.246 -4.944 2.053
C20 0.155 -5.527 0.853
C21 0.352 -4.711 -0.244
O6 0.751 -5.167 -1.482
C22 1.029 -6.545 -1.614
N4 -0.109 -0.380 -0.992
C23 -0.484 0.820 -1.637
C24 0.356 1.931 -1.622
C25 -0.004 3.112 -2.259
C26 -1.221 3.202 -2.917
C27 -2.079 2.110 -2.922
C28 -1.722 0.929 -2.289
O7 -2.569 -0.139 -2.379
C29 -3.053 -0.647 -1.133
H6 2.661 0.782 -6.352
H7 1.462 -0.044 -7.374
H8 2.952 -0.890 -6.879
H9 1.254 -2.338 -7.417
H10 -0.065 -4.409 -7.263
H11 -1.237 -4.975 -5.155
H12 -1.073 -3.478 -3.213
H13 0.573 -0.226 -3.401
H14 0.825 -3.242 -2.066
H15 -0.710 -3.159 3.096
H16 -0.400 -5.573 2.922
H17 0.310 -6.595 0.791
H18 1.339 -6.696 -2.645
H19 0.142 -7.150 -1.409
H20 1.835 -6.852 -0.942
H21 1.311 1.838 -1.119
H22 0.677 3.954 -2.250
H23 -1.508 4.116 -3.420
H24 -3.036 2.148 -3.427
H25 -3.997 -1.143 -1.349
H26 -3.229 0.164 -0.422
H27 -2.359 -1.365 -0.691
F1 2.130 -2.860 3.728
C30 2.551 -2.529 2.513
C31 2.443 -1.224 2.039
C32 2.886 -0.971 0.748
F2 2.777 0.276 0.258
C33 3.376 -1.969 -0.070
F3 3.760 -1.687 -1.316
C34 3.461 -3.260 0.412
F4 3.933 -4.237 -0.364
C35 3.061 -3.530 1.708
F5 3.141 -4.774 2.173
C36 0.627 6.369 0.271
N5 0.647 5.329 1.297
N6 -0.320 4.334 1.132
C37 0.207 3.105 1.461
O8 -0.477 2.084 1.552
C38 1.609 3.338 1.703
C39 1.830 4.664 1.561
C40 3.109 5.420 1.637
C41 -1.701 4.658 1.175
C42 -2.590 3.878 0.449
C43 -3.943 4.172 0.502
C44 -4.403 5.246 1.252
C45 -3.503 6.024 1.965
C46 -2.149 5.728 1.939
H28 -0.370 6.798 0.221
H29 0.897 5.969 -0.710
H30 1.326 7.150 0.558
H31 2.312 2.570 1.977
H32 3.897 4.770 2.010
H33 3.017 6.279 2.302
H34 3.408 5.784 0.652
H35 -2.220 3.055 -0.144
H36 -4.641 3.561 -0.056
H37 -5.460 5.473 1.283
H38 -3.856 6.858 2.558
H39 -1.441 6.311 2.514

Values from the calculation:
energy relative to the best compared isomer or geometry (same formula, charge and spin): 122.17 kJ/mol
HOMO energy: -5.914 eV
orbital gap: 6.2053 eV
2S+1: 1
largest force on an atom: 0.3 eV/Å
calculated total energy: -3883.73342 a.u.

---

No. 4
# C4H9BO2S

An isolated molecule of C4H9BO2S at a distorted geometry (ωB97M-V/def2-TZVPD, the Open Molecules 2025 dataset).

Geometry (Å):
C1 1.485 1.844 0.279
C2 0.959 0.452 0.048
S1 2.558 -0.676 -0.236
C3 -0.314 0.050 -0.153
C4 -1.336 1.148 -0.211
B1 -0.772 -1.476 -0.050
O1 0.108 -2.384 0.454
O2 -2.046 -1.747 -0.398
H1 2.445 2.111 -0.115
H2 0.778 2.421 -0.198
H3 1.445 2.050 1.291
H4 2.023 -1.917 -0.083
H5 -2.003 1.027 -1.006
H6 -0.786 2.029 -0.285
H7 -1.949 1.042 0.624
H8 -0.190 -3.274 0.410
H9 -2.404 -2.702 -0.371

Values from the calculation:
energy relative to the best compared isomer or geometry (same formula, charge and spin): 55.84 kJ/mol
HOMO energy: -8.175 eV
orbital gap: 8.3123 eV
2S+1: 1
largest force on an atom: 3.4 eV/Å
calculated total energy: -731.37998 a.u.
SMILES: C/C(S)=C(\C)B(O)O

---

No. 5
# C6H8OS

An isolated molecule of C6H8OS at a distorted geometry (ωB97M-V/def2-TZVPD, the Open Molecules 2025 dataset).

Geometry (Å):
S1 2.558 -0.636 0.103
C1 1.945 0.810 -0.095
C2 0.582 1.318 -0.195
C3 -0.454 0.584 0.097
C4 -1.864 1.121 0.219
C5 -2.728 -0.261 0.088
O1 -1.809 -1.207 -0.393
C6 -0.567 -0.902 0.061
H1 2.606 1.691 -0.391
H2 0.329 2.280 -0.566
H3 -2.047 1.903 -0.533
H4 -1.955 1.582 1.210
H5 -3.556 -0.179 -0.655
H6 -3.130 -0.709 1.051
H7 -0.259 -1.358 1.071
H8 0.062 -1.415 -0.738

Values from the calculation:
energy relative to the best compared isomer or geometry (same formula, charge and spin): 225.14 kJ/mol
HOMO energy: -8.517 eV
orbital gap: 8.0670 eV
2S+1: 1
largest force on an atom: 4.1 eV/Å
calculated total energy: -706.76041 a.u.
SMILES: S=C/C=C1/CCOC1

---

No. 6
# C21H31N3OS

An isolated molecule of C21H31N3OS (ωB97M-V/def2-TZVPD, the Open Molecules 2025 dataset).

Geometry (Å):
C1 -4.006 -3.992 0.525
N1 -4.037 -2.610 0.942
C2 -4.893 -2.286 2.052
C3 -3.663 -1.662 0.060
N2 -3.039 -1.890 -1.048
C4 -2.724 -0.738 -1.693
C5 -3.108 0.422 -1.107
C6 -2.835 1.827 -1.541
N3 -1.558 2.369 -1.102
C7 -1.451 2.482 0.339
C8 -0.201 3.272 0.720
C9 1.087 2.665 0.135
C10 2.245 3.675 0.311
O1 2.555 3.965 1.651
C11 1.441 1.368 0.885
C12 2.487 0.476 0.220
C13 2.869 -0.692 1.139
C14 3.876 -1.579 0.468
C15 5.236 -1.323 0.589
C16 6.165 -2.116 -0.059
C17 5.745 -3.178 -0.842
C18 4.392 -3.441 -0.973
C19 3.466 -2.645 -0.323
C20 0.851 2.470 -1.367
C21 -0.413 1.665 -1.647
S1 -3.933 0.056 0.395
H1 -3.653 -4.611 1.352
H2 -3.326 -4.081 -0.317
H3 -5.001 -4.338 0.223
H4 -4.599 -1.327 2.478
H5 -4.786 -3.057 2.814
H6 -5.947 -2.227 1.755
H7 -2.207 -0.809 -2.634
H8 -2.846 1.867 -2.635
H9 -3.620 2.489 -1.162
H10 -1.430 1.493 0.828
H11 -2.335 3.011 0.706
H12 -0.142 3.314 1.810
H13 -0.315 4.289 0.336
H14 3.162 3.264 -0.116
H15 2.003 4.599 -0.234
H16 1.787 4.379 2.059
H17 0.539 0.776 1.041
H18 1.815 1.661 1.871
H19 2.100 0.068 -0.716
H20 3.386 1.050 -0.008
H21 1.971 -1.265 1.381
H22 3.282 -0.294 2.068
H23 5.567 -0.495 1.200
H24 7.220 -1.907 0.047
H25 6.470 -3.800 -1.347
H26 4.058 -4.268 -1.582
H27 2.410 -2.855 -0.427
H28 0.730 3.453 -1.828
H29 1.710 1.986 -1.833
H30 -0.317 0.648 -1.231
H31 -0.554 1.575 -2.727

Values from the calculation:
energy relative to the best compared isomer or geometry (same formula, charge and spin): 185.77 kJ/mol
HOMO energy: -7.730 eV
orbital gap: 8.2937 eV
2S+1: 1
largest force on an atom: 0.9 eV/Å
calculated total energy: -1456.49897 a.u.
SMILES: CN(C)c1ncc(CN2CCC(CO)(CCCc3ccccc3)CC2)s1